(1)
This record from OMol25 describes a molecular structure, C14H27N4SiTi. The level of theory is ωB97M-V with the def2-TZVPD basis set.

XYZ file:
```
47
Properties=species:S:1:pos:R:3:mulliken_spin:R:1
Ti -0.24 -0.18 -0.28 1.18
Si -1.03 1.05 -2.49 -0.15
N 1.03 0.41 1.25 0.01
N -0.92 -2.13 0.40 0.00
N 1.56 -1.34 -0.83 0.01
N -1.73 0.49 1.20 0.02
C -2.48 -0.74 1.59 -0.01
C 2.26 -0.13 1.25 0.02
C 2.70 -0.78 -0.05 -0.03
C -1.02 1.23 2.28 -0.02
C 2.48 0.44 3.55 0.00
C 1.17 0.90 3.56 0.00
C -2.36 -1.84 0.52 -0.01
C 0.45 0.85 2.38 0.02
C 3.03 -0.11 2.40 0.00
C 0.28 2.19 -3.20 -0.01
C -1.41 -0.37 -3.67 -0.02
C -2.61 2.00 -2.09 -0.01
C 1.19 -2.76 -0.56 -0.01
C -0.33 -2.97 -0.65 -0.01
H -1.09 2.30 2.05 -0.01
H 0.71 1.26 4.47 0.00
H 0.52 3.02 -2.53 0.00
H -0.10 2.63 -4.13 -0.01
H 3.45 -1.54 0.17 0.00
H -2.18 -1.05 -3.29 0.00
H -0.58 -2.44 1.30 0.01
H 3.07 0.47 4.46 0.00
H -2.94 -2.70 0.84 0.01
H -1.49 1.08 3.25 0.00
H -3.40 1.35 -1.68 0.00
H -0.72 -2.68 -1.63 0.00
H -2.36 1.13 0.73 0.01
H 1.52 -3.02 0.45 0.00
H 1.70 -3.43 -1.25 0.00
H 1.20 1.67 -3.45 0.00
H -0.53 -4.04 -0.50 0.01
H -3.01 2.44 -3.00 0.00
H -1.80 0.04 -4.61 -0.01
H -2.75 -1.50 -0.44 0.00
H -3.53 -0.51 1.78 0.00
H 1.78 -1.23 -1.81 0.01
H -0.52 -0.95 -3.93 0.00
H 3.19 -0.03 -0.67 -0.01
H -2.44 2.82 -1.38 0.00
H 4.02 -0.53 2.41 0.00
H -2.06 -1.12 2.53 0.00
```

Summary:
* gap between HOMO and LUMO (alpha / beta): 7.2 / 7.2 eV
* HOMO energy (alpha / beta): -14.2 / -13.9 eV
* multiplicity: 2
* net charge: +2
* LUMO energy (alpha / beta): -6.980 / -6.727 eV

(2)
This record from OMol25 describes a gas-phase ion, C4H7O (charge +1) at a distorted geometry. The level of theory is ωB97M-V with the def2-TZVPD basis set.

XYZ file:
```
12
Properties=species:S:1:pos:R:3:lowdin_charge:R:1
O 0.31 -1.21 1.05 0.06
C -0.84 -1.60 0.76 0.24
C 0.89 0.06 0.67 -0.13
C -0.29 0.83 -1.46 0.04
C 0.20 1.08 -0.25 -0.16
H 1.30 0.63 1.63 0.19
H -1.18 -2.56 0.87 0.11
H 0.19 2.10 0.22 0.14
H -1.47 -0.83 0.06 0.18
H -0.76 1.68 -1.88 0.07
H -0.30 -0.16 -1.85 0.07
H 1.94 0.00 0.17 0.18
```

Summary:
* gap between HOMO and LUMO: 8.4 eV
* HOMO energy: -14.9 eV
* energy relative to the best compared isomer or geometry (same formula, charge and spin): 1.534 eV
* net charge: +1
* LUMO energy: -6.557 eV

(3)
This record from OMol25 describes 2 unconnected molecules or ions with the total composition C3H5FOS at a distorted geometry. The level of theory is ωB97M-V with the def2-TZVPD basis set.

XYZ file:
```
11
Properties=species:S:1:pos:R:3:lowdin_charge:R:1
S 1.98 -0.18 -0.28 0.66
F -0.51 1.98 0.19 -0.02
O -0.59 -0.17 -2.11 -0.07
C -0.31 0.87 0.97 -0.26
C 0.27 -0.28 0.25 -0.79
C -0.56 -0.58 -0.82 -0.29
H 0.43 1.23 1.79 0.16
H 1.83 -1.28 -1.98 0.17
H -1.57 -1.17 -0.49 0.17
H 0.25 -1.07 1.11 0.15
H -1.22 0.64 1.37 0.10
```

Summary:
* gap between HOMO and LUMO: 8.2 eV
* HOMO energy: -9.5 eV
* energy relative to the best compared isomer or geometry (same formula, charge and spin): 4.576 eV
* LUMO energy: -1.265 eV

no.,molecular weight (u)
1,327.4
2,71.1
3,108.1